The following is a quantum chemistry calculation of a molecular structure, C33H41HoN6O3S, from the Open Molecules 2025 dataset.

Output
E_tot = -3182.37184 Ha
Gap between HOMO and LUMO (spin up / spin down) = 0.2875 / 0.2878 hartree
Net charge = +2
Energy above the lowest of the compared OMol25 structures with the same formula, charge and spin = 0.332 eV
LUMO energy (spin up / spin down) = -5.79 / -5.78 eV
Strongest force on any atom = 0.92 eV/A
Highest occupied orbital energy (spin up / spin down) = -13.61 / -13.61 eV
Multiplicity = 5

Geometry (Å):
Ho (0.881169, 0.306137, -0.091104)
C (4.580519, 2.282612, 1.998168)
C (3.423643, 3.280625, 2.002092)
C (2.925163, 3.570022, 3.410722)
C (2.329726, 2.958256, 0.998616)
C (2.656131, 2.606593, -0.309771)
C (1.711372, 2.689781, -1.342243)
C (0.400423, 3.071917, -1.088288)
C (-0.546052, 3.447747, -2.188109)
C (0.021611, 3.211857, 0.254592)
C (0.970103, 3.168293, 1.269568)
H (5.330957, 2.581632, 2.728574)
H (5.084627, 2.224057, 1.034552)
H (4.236215, 1.282629, 2.262084)
H (3.822210, 4.227530, 1.613173)
H (2.428965, 2.708099, 3.860385)
H (2.236358, 4.413734, 3.439132)
H (3.774452, 3.836217, 4.038350)
H (3.683959, 2.392496, -0.575278)
H (2.042832, 2.542835, -2.365246)
H (-0.481582, 4.526028, -2.347117)
H (-1.579646, 3.231869, -1.922791)
H (-0.297631, 2.961796, -3.131171)
H (-1.010721, 3.430607, 0.494341)
H (0.651487, 3.366724, 2.284000)
C (4.848770, -2.556417, 0.255185)
C (3.658802, -1.716919, -0.098357)
N (2.998688, -1.004627, 0.740614)
N (3.386969, -1.106542, 2.052267)
C (2.629789, -0.580072, 3.053377)
N (3.068990, -0.860031, 4.284295)
S (1.291696, 0.379406, 2.804602)
C (3.135509, -1.737645, -1.491407)
C (3.393077, -2.824652, -2.307490)
C (2.853142, -2.846128, -3.588940)
C (2.103858, -1.766071, -4.015762)
C (1.896802, -0.723699, -3.127692)
N (2.362451, -0.706924, -1.876067)
H (5.532924, -2.005852, 0.903770)
H (5.414906, -2.828849, -0.629285)
H (4.556156, -3.479507, 0.763116)
H (4.106930, -1.779363, 2.275015)
H (3.901996, -1.397288, 4.461872)
H (2.578557, -0.479343, 5.076256)
H (3.995330, -3.647216, -1.955773)
H (3.029555, -3.691621, -4.239747)
H (1.687641, -1.716832, -5.010844)
H (1.320630, 0.143206, -3.423923)
C (-4.603771, 0.317404, 2.148874)
N (-3.281240, -0.225315, 1.825945)
C (-2.943073, -1.468939, 2.249911)
C (-1.754936, -2.054652, 1.976570)
C (-0.863349, -1.285786, 1.186501)
O (0.274201, -1.690834, 0.745302)
N (-1.182203, -0.028790, 0.820966)
C (-2.391742, 0.552365, 1.083102)
O (-2.686697, 1.663913, 0.682385)
H (-5.349074, -0.459280, 1.993785)
H (-4.798791, 1.153248, 1.486010)
H (-4.631709, 0.659714, 3.181562)
H (-3.709979, -1.975589, 2.821991)
H (-1.514849, -3.050984, 2.306043)
C (-5.958245, -3.110723, -0.545594)
C (-4.856229, -2.198559, -0.999132)
C (-3.588277, -2.716115, -1.273576)
C (-2.548502, -1.916065, -1.704776)
C (-1.245206, -2.578670, -2.069366)
C (-2.805613, -0.536085, -1.884477)
C (-1.764796, 0.412353, -2.186461)
O (-0.561812, 0.235982, -1.920621)
C (-4.098368, -0.001309, -1.675564)
C (-4.430272, 1.454531, -1.875233)
C (-5.092294, -0.845995, -1.204023)
H (-5.568889, -4.066478, -0.202196)
H (-6.644389, -3.306548, -1.371513)
H (-6.545791, -2.663595, 0.256328)
H (-3.422121, -3.780083, -1.163230)
H (-1.381568, -3.658009, -2.099718)
H (-0.448888, -2.373064, -1.353196)
H (-0.908457, -2.259013, -3.056991)
H (-2.053002, 1.363326, -2.634887)
H (-4.010789, 2.056264, -1.066842)
H (-5.509656, 1.590960, -1.864009)
H (-4.067233, 1.847756, -2.824892)
H (-6.081884, -0.444417, -1.021315)

Cartesian forces, eV/Å:
0.722 0.412 0.398
-0.020 -0.086 0.034
0.006 0.087 -0.144
0.004 -0.026 0.128
-0.025 0.007 0.024
0.052 0.127 -0.265
0.258 0.058 -0.130
-0.160 0.006 0.048
-0.011 -0.027 -0.022
0.065 0.038 -0.029
0.031 0.064 -0.055
-0.003 0.028 0.008
-0.008 0.005 -0.043
0.004 0.016 0.029
0.052 -0.027 0.055
0.033 0.005 -0.027
-0.021 0.015 -0.029
-0.002 0.004 0.029
-0.009 -0.020 0.010
-0.025 -0.031 0.020
0.015 -0.002 -0.030
-0.006 0.026 0.064
0.007 -0.026 0.003
0.006 -0.052 0.021
-0.006 -0.032 0.003
0.013 0.020 0.034
-0.163 0.030 -0.075
0.160 -0.127 0.041
-0.184 0.088 -0.244
0.174 -0.094 0.114
-0.011 0.018 -0.042
-0.080 0.060 -0.070
0.099 -0.043 0.267
-0.012 0.146 -0.222
0.004 -0.018 0.045
0.170 0.034 0.075
-0.091 0.217 -0.081
-0.233 -0.191 -0.031
0.005 0.016 0.000
0.001 0.005 -0.012
-0.035 -0.004 0.017
-0.046 0.020 0.047
-0.001 0.000 0.006
-0.033 0.006 -0.025
0.005 -0.040 -0.010
-0.004 -0.009 -0.005
0.004 -0.008 -0.026
-0.053 -0.068 -0.011
0.058 -0.031 -0.051
-0.042 0.018 -0.009
-0.077 -0.018 0.048
-0.043 0.083 -0.035
-0.040 -0.224 -0.244
-0.235 -0.123 0.028
-0.342 0.017 0.346
0.154 -0.320 0.117
0.024 0.163 0.047
-0.038 0.017 0.018
-0.018 -0.001 0.013
-0.012 0.025 0.011
0.013 -0.011 0.011
0.032 -0.031 -0.006
0.006 0.039 0.004
0.016 -0.201 0.039
-0.042 0.086 0.009
-0.047 -0.145 -0.022
0.072 0.033 -0.028
0.104 0.317 -0.097
-0.037 -0.561 0.317
0.159 0.161 -0.121
-0.196 -0.010 -0.019
-0.053 0.054 0.002
0.064 0.094 -0.094
0.005 -0.022 0.005
-0.007 -0.002 -0.014
-0.003 0.035 -0.002
0.007 -0.036 0.011
-0.034 -0.011 -0.013
-0.072 0.017 -0.038
0.027 0.042 0.026
-0.020 -0.017 -0.020
0.003 -0.019 -0.081
-0.007 -0.020 -0.019
-0.011 -0.029 -0.034
-0.018 0.005 0.000